Record 1
Computed, not measured: a structure of composition C4H3O4Tl, with ωB97M-V/def2-TZVPD.

Geometry as XYZ:
```
12
Properties=species:S:1:pos:R:3:forces:R:3:nbo_charge:R:1
O 3.4118 -0.5393 0.4421 -0.7916 0.0448 -0.0640 -0.460
C 2.2679 -0.2877 0.2800 1.0028 -0.2493 0.7221 0.660
O 1.7122 0.1558 -0.8329 -0.4168 -0.4047 0.0172 -0.497
C 0.4163 0.6731 -0.8205 -0.1986 2.9768 -0.1656 0.017
O -1.8897 0.2927 1.0662 1.2423 -2.5775 -2.1615 -0.416
C -1.6665 -0.7596 0.5680 -3.1806 3.1298 4.2249 1.075
C 0.0235 1.7495 -0.0706 1.6549 -1.3434 -1.6516 -0.370
O -1.8484 -1.9146 0.4675 1.4284 -0.0200 -1.5301 -0.666
Tl -2.2687 -4.3317 0.3857 -0.1096 -0.7564 -0.0181 0.993
H -0.0479 0.4488 -1.7820 -0.0285 -0.0402 0.3164 0.202
H 0.5925 2.0761 0.8013 -0.1258 -0.0983 -0.2804 0.227
H -0.7030 2.4368 -0.5047 -0.4768 -0.6615 0.5907 0.236
```
Forces are in eV/Å.

Values from the calculation:
**Energy relative to the best compared isomer or geometry (same formula, charge and spin)**: 0.2782 eV
**Spin multiplicity**: 2
**HOMO energy (spin up / spin down)**: -11.71 / -12.93 eV
**M**: 319.4 g/mol
**Max |F|**: 0.1195 Eh/bohr
**Calculated total energy**: -17069.932 eV
**Lowest unoccupied orbital energy (spin up / spin down)**: -5.17 / -5.17 eV
**Charge**: +1
**<S²>**: 0.753
**Frontier orbital gap (spin up / spin down)**: 6.5 / 7.8 eV

=====

Record 2
Computed, not measured: a cluster of 2 separate species, C9H12F7I2NO in total, with ωB97M-V/def2-TZVPD.

Geometry as XYZ:
```
32
Properties=species:S:1:pos:R:3:forces:R:3:nbo_charge:R:1
C -2.7786 2.3971 0.7663 -1.1698 -0.3134 0.8689 -0.328
C -1.7753 2.5232 -0.0510 1.5952 -0.2623 -0.7144 -0.233
C -1.3262 1.3327 -0.8719 -1.0528 1.0530 0.2152 -0.270
N 0.0622 0.7905 -0.5194 -0.3337 0.5582 -0.3485 -0.476
C 0.3678 0.7666 0.9594 1.4671 -0.0732 1.8155 -0.170
I 1.3694 2.6832 1.4012 -1.3684 0.4149 -0.1325 0.197
C 1.3590 -0.2505 1.5824 0.1830 -0.1852 0.0235 -0.487
C 1.0467 -1.7499 1.5302 0.2304 0.0945 0.4485 -0.658
I 3.4949 0.1675 1.1917 1.1874 -0.9507 -1.1836 0.210
C 0.3438 -0.3665 -1.3951 0.7137 -0.0660 -2.2382 0.788
F 1.5548 -0.8262 -1.2860 0.7448 -0.6297 1.7750 -0.247
F 0.4210 0.1884 -2.6368 -1.0051 0.6166 -0.2261 -0.310
C -0.6879 -1.5490 -1.5601 -0.4148 0.1619 -0.0019 0.543
F -0.0111 -2.5757 -2.0266 0.9883 -0.7803 0.1645 -0.267
F -1.5063 -1.2182 -2.5590 -0.7523 0.8625 -0.1217 -0.287
C -1.5876 -2.0787 -0.3850 -0.7474 -0.9830 -0.6272 0.923
F -2.7812 -2.3542 -0.8880 -0.7811 0.3604 -0.4522 -0.296
F -1.1313 -3.2284 0.0312 0.9016 -0.6128 0.7325 -0.279
F -1.7828 -1.2685 0.6384 0.3806 0.8367 0.4343 -0.309
H -3.2594 3.2362 1.2511 0.1831 -0.0494 0.1805 0.226
H -3.1541 1.3970 0.9700 -0.3707 0.2057 -0.0672 0.194
H -1.2308 3.4494 -0.1859 -0.2620 0.1020 -0.2127 0.234
H -1.3309 1.6889 -1.9032 0.5254 -0.4297 -0.0707 0.257
H -2.1098 0.5797 -0.8006 0.4785 -0.2837 0.1800 0.235
H 0.6719 1.5324 -0.9021 0.3271 -0.3803 0.0964 0.485
H -0.5486 0.7091 1.5411 -0.2419 0.3228 -0.4983 0.236
H 1.3136 -0.0166 2.6495 -0.2421 0.2976 -0.1584 0.240
H 1.0891 -2.2240 0.5490 -0.1004 0.1086 0.0781 0.205
H 1.8251 -2.2374 2.1231 0.0188 0.0262 -0.1850 0.257
H 0.1218 -1.9763 2.0719 -0.0937 -0.0097 -0.3894 0.206
O 6.2327 0.4343 -0.2841 -0.9425 0.1088 0.8663 -1.210
H 5.7285 0.0438 -1.0017 -0.0463 -0.1210 -0.2511 0.392
```
Forces are in eV/Å.

Values from the calculation:
**HOMO energy**: -5.60 eV
**M**: 537.0 g/mol
**Max |F|**: 0.0457 Eh/bohr
**Calculated total energy**: -48281.835 eV
**Lowest unoccupied orbital energy**: -1.35 eV
**Charge**: 0
**Frontier orbital gap**: 4.2 eV

=====

Record 3
Computed, not measured: a structure of composition C30H27IrN4O10SSi, with ωB97M-V/def2-TZVPD.

Geometry as XYZ:
```
74
Properties=species:S:1:pos:R:3:forces:R:3:mulliken_spin:R:1
Ir -0.1658 0.5364 0.1601 -0.9442 -1.0785 2.5110 0.017
O 0.2900 -2.7552 -5.6014 -0.1216 0.3568 1.0315 0.082
C 0.2700 -2.3601 -4.4531 0.1019 -0.3700 -1.6121 -0.028
C 0.9716 -2.9960 -3.2879 0.8289 -1.4645 0.1037 -0.075
O 1.6202 -4.0257 -3.3043 -0.6225 1.0040 0.0195 0.092
C 0.7327 -2.1105 -2.1068 0.3806 -0.3519 1.2605 0.102
C -0.0190 -0.9515 -2.5471 0.1221 0.7387 0.8430 0.241
O -0.2565 0.0680 -1.8285 -0.1479 -0.6672 -0.9250 0.262
C -0.4030 -1.1046 -3.9518 -0.7499 0.4975 -0.6123 -0.093
O -1.1537 -0.4049 -4.6116 0.4287 -0.1438 0.4216 0.198
O 1.1244 -2.3128 -0.9603 -0.2361 -0.0063 -0.9835 0.212
C -3.4465 -0.1454 -1.5704 0.3430 -0.3962 0.5581 0.000
Si -3.2121 -1.2618 -0.0540 -1.0014 -0.0276 -0.0306 -0.006
C -4.5061 -0.7276 1.2661 0.4772 -0.2561 -0.6193 0.002
C -3.6191 -3.0559 -0.6028 0.3232 0.6814 0.2683 -0.005
N -1.6173 -1.1613 0.6559 0.7267 2.9040 -2.5582 -0.017
C -1.1518 -1.9382 1.6380 1.5377 -0.6987 1.5440 -0.024
C -1.9726 -2.8142 2.3792 0.1574 0.5959 -0.4548 -0.021
C -1.4820 -3.5880 3.4004 0.4930 -0.2576 0.3141 0.012
C -0.1391 -3.5212 3.7499 -0.3786 -0.1222 0.0181 -0.021
C 0.7056 -2.6735 3.0536 0.1347 0.3310 -0.2910 0.015
C 0.2283 -1.8995 2.0064 -1.6332 -1.2973 0.8393 -0.007
O 1.0138 -1.0413 1.3019 -0.0502 1.1918 -0.8908 -0.056
C 2.3810 -1.0610 1.5182 0.9829 0.1904 0.0260 0.007
C 2.9788 0.0410 2.1153 -0.4520 -0.0674 -0.1171 -0.004
C 4.3473 0.0498 2.3160 0.1507 -0.0851 -0.0152 -0.001
C 5.1160 -1.0321 1.9180 0.0672 0.0544 0.0367 -0.003
C 4.5130 -2.1261 1.3164 0.0102 0.0072 0.0920 0.001
C 3.1438 -2.1543 1.1251 -0.3457 0.1261 -0.1794 0.000
H -4.4226 -0.3459 -2.0018 -0.2470 -0.1100 0.0357 0.001
H -2.7132 -0.3183 -2.3473 0.1865 -0.0454 -0.1906 0.000
H -3.4156 0.9084 -1.3218 -0.0451 0.1823 0.0386 0.001
H -5.3233 -0.1821 0.8047 -0.1719 0.1120 -0.1288 0.000
H -4.0620 -0.0830 2.0188 0.1164 0.0936 0.1518 0.000
H -4.9367 -1.5849 1.7755 -0.0526 -0.1390 0.1171 0.000
H -4.6262 -3.0933 -1.0081 -0.2132 0.1122 -0.0806 0.000
H -3.5695 -3.7743 0.2095 0.0474 -0.0606 0.1262 0.000
H -2.9411 -3.3942 -1.3807 0.1718 -0.0250 -0.1607 -0.001
H -3.0188 -2.8438 2.1376 -0.2377 -0.0372 0.0204 -0.003
H -2.1524 -4.2421 3.9373 -0.0581 -0.0652 0.0649 0.000
H 0.2455 -4.1157 4.5649 0.0500 -0.0203 0.0414 -0.001
H 1.7466 -2.6075 3.3337 0.0350 -0.0065 0.0084 0.000
H 2.3522 0.8705 2.4036 -0.0768 0.0370 0.0607 -0.004
H 4.8107 0.9027 2.7913 0.0253 0.0503 0.0040 0.000
H 6.1844 -1.0240 2.0756 0.0917 0.0083 0.0002 0.000
H 5.1119 -2.9650 0.9928 0.0216 -0.0661 -0.0142 0.000
H 2.6604 -2.9881 0.6427 -0.0347 -0.0913 -0.0084 0.002
C 0.1135 2.7382 2.2679 -0.2961 0.6295 -0.0080 -0.003
O 0.1538 1.3964 1.9405 0.2560 -1.5544 -0.8058 0.087
H 0.6126 2.8677 3.2415 -0.0994 0.0159 -0.2197 0.000
H -0.9138 3.1169 2.3697 0.1408 0.0968 0.0587 0.005
H 0.6382 3.3600 1.5277 -0.0632 0.1354 0.1179 -0.002
O -7.0091 7.8797 1.4228 -0.3076 0.2438 0.2536 0.000
S -7.0120 6.6053 0.7395 1.3001 0.5131 -0.9848 0.000
O -6.7850 5.4550 1.5789 -0.0647 -0.3595 0.2928 0.000
O -7.9969 6.4336 -0.3069 -0.5445 -0.0396 -0.0270 0.000
C -5.4579 6.7300 -0.3226 -3.9126 0.4067 2.3934 0.000
N -5.3799 7.7792 -1.0877 2.0461 0.9228 -2.0528 0.000
C -4.2727 7.7645 -1.8742 -1.6922 0.6789 0.7849 0.000
C -3.3601 6.7452 -1.8534 1.0222 -1.8714 0.5524 -0.001
C -3.5624 5.6547 -0.9633 -2.9617 3.6836 -0.2745 0.008
N -4.6914 5.7236 -0.1850 3.8270 -2.6266 -0.9562 0.000
C -2.7424 4.5145 -0.7996 1.8721 -2.8281 0.4395 -0.008
C -3.0967 3.5448 0.1785 -0.0616 1.1416 -0.7682 0.003
C -2.3416 2.4255 0.3408 0.5661 -0.5081 -0.1124 -0.001
N -1.2351 2.1579 -0.3972 -0.6557 0.2277 0.0830 0.021
C -0.8877 3.0592 -1.3397 0.4236 -0.9257 0.2806 0.014
C -1.5792 4.2182 -1.5585 -1.2655 0.7396 0.4854 0.001
H -4.1633 8.6229 -2.5241 0.1508 -0.0232 -0.1089 0.000
H -2.4946 6.7653 -2.4961 0.1061 0.1113 -0.1612 0.000
H -3.9759 3.7178 0.7793 -0.1139 -0.0074 0.0622 0.001
H -2.6042 1.6797 1.0767 0.0609 -0.0473 0.0616 -0.003
H -0.0192 2.8157 -1.9348 0.0335 -0.0824 0.0003 0.000
H -1.2364 4.8915 -2.3281 0.0418 0.0091 -0.0713 0.000
```
Forces are in eV/Å.

Values from the calculation:
**Spin multiplicity**: 2
**HOMO energy (spin up / spin down)**: -5.73 / -5.73 eV
**M**: 855.9 g/mol
**Max |F|**: 0.0922 Eh/bohr
**Calculated total energy**: -79534.301 eV
**Lowest unoccupied orbital energy (spin up / spin down)**: -0.31 / -0.97 eV
**Charge**: -1
**<S²>**: 1.048
**Frontier orbital gap (spin up / spin down)**: 5.4 / 4.8 eV

=====

Record 4
Computed, not measured: a structure of composition C5H13O2, with ωB97M-V/def2-TZVPD.

Geometry as XYZ:
```
20
Properties=species:S:1:pos:R:3:forces:R:3:nbo_charge:R:1
C -0.1083 0.8781 1.3242 -0.3310 -1.2199 -0.8578 -0.029
O 0.9116 0.4714 2.1395 -0.1847 0.4207 -0.8401 -0.860
C -0.8717 -0.4554 0.6798 -2.0117 3.1849 2.3605 -0.448
C -1.8070 0.0216 -0.5012 4.0537 -1.1703 0.9179 -0.411
C -0.9572 -0.0148 -1.8349 -0.2751 0.7033 1.5984 -0.413
C -0.3829 -1.4101 -2.2534 -0.4450 0.0791 1.8297 -0.642
H -0.8509 1.5220 1.8799 0.1673 -0.4209 -0.6292 0.111
H 0.3049 1.4524 0.4218 -0.6358 -0.2158 0.8053 0.115
H -1.6190 -0.6910 1.5264 1.4462 -0.4764 -0.9838 0.174
H -0.0623 -1.1639 0.5665 -0.3008 -0.3938 -0.3317 0.209
H -2.0648 1.0201 -0.1282 -0.4404 -0.0385 -0.8482 0.206
H -2.6169 -0.6575 -0.5678 -1.1992 -0.3834 -0.2455 0.178
H -0.1285 0.7648 -1.7084 -1.1928 -1.0768 -0.4924 0.218
H -1.7575 0.3025 -2.4970 0.6702 0.2783 -1.1533 0.187
H 0.6118 -1.2797 -2.6433 -0.0426 0.0879 -1.5468 0.219
H -1.1642 -1.9813 -2.7864 0.9080 0.2203 -0.3808 0.198
H -0.0397 -2.0784 -1.4227 -0.9889 0.7036 0.0989 0.213
H 2.7266 -0.0954 -0.0894 -0.0661 -0.9260 -0.9445 0.415
H 1.7826 0.5009 1.2350 1.5003 -0.2668 0.8147 0.484
O 2.7935 0.5621 0.5764 -0.6314 0.9105 0.8287 -1.123
```
Forces are in eV/Å.

Values from the calculation:
**Energy relative to the best compared isomer or geometry (same formula, charge and spin)**: 1.6079 eV
**HOMO energy**: -3.64 eV
**M**: 105.2 g/mol
**Max |F|**: 0.0865 Eh/bohr
**Calculated total energy**: -9489.720 eV
**Lowest unoccupied orbital energy**: 3.78 eV
**Charge**: -1
**Frontier orbital gap**: 7.4 eV